No. 1
Entry from the Open Molecules 2025 dataset: a structure of composition C35H35BN6O10S5TeY in a non-equilibrium geometry (the ωB97M-V functional and the def2-TZVPD basis).

E_HOMO: -5.354 eV
energy relative to the best compared isomer or geometry (same formula, charge and spin): 32.5 kcal per mole
total charge: -1
LUMO level: 1.84 eV
Kohn-Sham gap: 0.2644 Eh

XYZ file:
```
94
Properties=species:S:1:pos:R:3:lowdin_charge:R:1
Y -0.465 0.273 -0.482 1.14
O 0.682 -0.305 1.690 -0.52
S -0.234 0.240 2.704 0.46
O -0.430 -0.612 3.855 -0.31
O -1.471 0.657 2.045 -0.39
C 0.596 1.688 3.351 -0.20
C 0.500 1.900 4.720 -0.06
C 1.136 2.982 5.309 -0.08
C 1.889 3.850 4.537 -0.08
C 2.005 3.646 3.171 -0.05
C 1.361 2.573 2.566 -0.20
S 1.465 2.481 0.785 0.51
O 1.918 3.786 0.357 -0.31
O 0.046 2.213 0.391 -0.47
O 2.364 1.407 0.419 -0.38
H -0.075 1.198 5.307 0.11
H 1.037 3.148 6.375 0.10
H 2.387 4.695 4.996 0.10
H 2.577 4.319 2.547 0.11
N -1.365 -1.822 0.470 0.17
C -2.013 -2.305 1.280 -0.08
C -2.833 -2.915 2.301 -0.19
C -2.230 -3.395 3.458 -0.02
C -3.024 -3.972 4.436 -0.06
C -4.398 -4.067 4.252 -0.08
C -4.990 -3.586 3.090 -0.08
C -4.207 -3.006 2.106 -0.02
H -1.159 -3.286 3.576 0.08
H -2.568 -4.350 5.343 0.10
H -5.014 -4.519 5.021 0.10
H -6.060 -3.666 2.949 0.10
H -4.644 -2.620 1.194 0.12
C 1.357 -2.984 5.018 -0.05
N 2.453 -2.542 4.176 -0.12
C 3.474 -1.681 4.568 -0.06
C 4.196 -1.399 3.472 -0.08
N 3.620 -2.104 2.429 0.05
C 2.517 -2.778 2.839 -0.82
S 1.482 -3.724 1.905 0.58
H 1.705 -3.030 6.048 0.09
H 1.043 -3.971 4.685 0.06
H 0.517 -2.293 4.933 0.06
H 3.591 -1.360 5.588 0.11
H 5.063 -0.775 3.344 0.11
H 3.751 -1.934 1.437 0.05
C 3.295 -0.602 -2.268 -0.37
Te 2.138 -1.338 -0.638 1.49
C 2.230 -3.166 -1.709 -0.39
C 3.432 -3.063 -2.617 -0.27
C 4.006 -4.188 -3.206 -0.04
C 5.083 -4.062 -4.069 -0.10
C 5.600 -2.801 -4.353 -0.10
C 5.036 -1.679 -3.766 -0.05
C 3.954 -1.802 -2.895 -0.28
H 4.009 0.124 -1.885 0.07
H 2.644 -0.087 -2.969 0.06
H 1.313 -3.303 -2.287 0.04
H 2.307 -3.990 -1.003 0.03
H 3.596 -5.168 -2.987 0.11
H 5.517 -4.943 -4.525 0.09
H 6.442 -2.695 -5.027 0.09
H 5.431 -0.692 -3.985 0.11
O -3.058 2.043 -5.336 -0.26
S -2.732 2.922 -4.251 0.70
O -1.740 3.947 -4.522 -0.29
N -2.304 2.103 -2.921 -0.12
C -3.172 2.250 -1.941 -0.79
S -3.077 1.471 -0.451 0.71
C -4.286 3.221 -2.263 -0.22
C -5.281 3.715 -1.437 -0.03
C -6.152 4.664 -1.958 -0.07
C -6.034 5.102 -3.278 -0.08
C -5.036 4.605 -4.105 -0.04
C -4.177 3.668 -3.565 -0.22
H -5.357 3.364 -0.415 0.10
H -6.934 5.073 -1.330 0.10
H -6.726 5.843 -3.660 0.10
H -4.934 4.934 -5.132 0.12
N 0.244 4.576 -3.390 0.14
C 0.202 3.610 -2.251 -0.07
C 1.007 2.396 -2.737 -0.62
O 1.762 2.609 -3.715 0.01
O 0.829 1.338 -2.123 -0.14
H 0.409 5.536 -3.115 0.15
H -0.613 4.501 -3.937 0.00
H 1.055 4.109 -3.925 0.14
H -0.820 3.333 -2.012 0.09
H 0.713 4.010 -1.375 0.10
B -1.256 -3.401 -3.457 -0.43
C -1.195 -1.988 -2.742 -0.20
N -1.125 -0.975 -2.191 -0.01
H -0.951 -4.223 -2.607 0.00
H -2.396 -3.571 -3.852 0.00
H -0.451 -3.382 -4.374 0.00
```

No. 2
Entry from the Open Molecules 2025 dataset: a structure of composition C20H16Cl4IrN7O4S2 (the ωB97M-V functional and the def2-TZVPD basis).

E_HOMO (spin up / spin down): -10.486 / -10.525 eV
total charge: +1
LUMO level (spin up / spin down): -2.30 / -5.35 eV
Kohn-Sham gap (spin up / spin down): 0.3007 / 0.1900 Eh
expectation value of S²: 8.779
multiplicity: 6

XYZ file:
```
54
Properties=species:S:1:pos:R:3:lowdin_charge:R:1
Ir -0.296 -0.445 -0.201 1.67
N -2.626 -5.302 5.360 0.13
C -2.548 -4.689 4.146 -0.30
C -3.677 -4.057 3.596 -0.01
C -3.607 -3.448 2.366 -0.05
C -2.400 -3.460 1.667 -0.32
C -1.269 -4.074 2.193 -0.05
C -1.346 -4.689 3.423 -0.02
S -2.315 -2.606 0.169 0.62
O -0.974 -2.804 -0.411 -0.39
O -3.459 -2.846 -0.645 -0.25
N -2.137 -1.046 0.569 -0.24
C -2.879 0.100 0.622 -0.47
N -2.074 1.124 0.285 0.04
C -2.567 2.354 0.369 -0.09
C -3.876 2.556 0.763 -0.03
C -4.627 1.424 1.050 -0.08
N -4.139 0.183 0.993 0.17
H -3.473 -5.279 5.895 0.10
H -1.820 -5.731 5.775 0.10
H -4.609 -4.060 4.148 0.12
H -4.477 -2.963 1.939 0.12
H -0.345 -4.075 1.631 0.12
H -0.476 -5.184 3.838 0.12
H -1.910 3.172 0.105 0.12
H -4.293 3.549 0.835 0.11
H -5.665 1.508 1.351 0.12
Cl 5.715 0.448 3.315 0.76
C 4.078 0.221 2.913 -0.67
C 3.114 0.050 3.969 -0.69
Cl 3.641 0.073 5.592 0.74
C 1.792 -0.129 3.676 -0.61
Cl 0.598 -0.341 4.883 0.77
C 1.364 -0.151 2.316 -0.35
O 0.161 -0.315 1.973 -0.11
C 2.340 0.021 1.258 -0.35
O 1.903 0.003 0.052 -0.19
C 3.690 0.203 1.593 -0.61
Cl 4.811 0.404 0.302 0.75
C -3.157 -1.121 -4.368 -0.09
C -1.864 -0.733 -5.080 -0.23
C -0.768 -0.396 -4.123 -0.57
N -0.887 -0.372 -2.851 0.00
N 0.285 -0.042 -2.198 -0.20
C 1.314 0.188 -3.002 -0.66
N 2.529 0.537 -2.596 0.14
S 0.859 0.003 -4.657 1.15
H -3.904 -1.417 -5.103 0.08
H -3.552 -0.284 -3.792 0.08
H -2.997 -1.952 -3.681 0.07
H -2.025 0.127 -5.734 0.12
H -1.518 -1.546 -5.723 0.12
H 2.735 0.485 -1.599 0.05
H 3.276 0.643 -3.259 0.12
```

No. 3
Entry from the Open Molecules 2025 dataset: a cluster of 2 separate species, C2H3BrO in total in a non-equilibrium geometry (the ωB97M-V functional and the def2-TZVPD basis).

E_HOMO: -10.168 eV
energy relative to the best compared isomer or geometry (same formula, charge and spin): 11.6 kcal per mole
total charge: 0
LUMO level: 0.88 eV
Kohn-Sham gap: 0.4062 Eh

XYZ file:
```
7
Properties=species:S:1:pos:R:3:lowdin_charge:R:1
C 2.139 -0.346 -0.840 0.02
C -0.793 0.457 0.526 -0.54
O 2.354 -1.466 -0.935 0.02
Br -1.809 -0.699 -0.650 0.51
H -0.420 1.194 -0.141 -0.02
H -0.002 -0.170 0.814 -0.04
H -1.469 1.031 1.225 0.05
```

no.,DFT total energy (a.u.)
1,-4758.1515
2,-4197.1497
3,-2727.2374